Record 1
This record from the Open Molecules 2025 dataset describes C4H8N4O as an isolated structure. The level of theory is ωB97M-V/def2-TZVPD.

Geometry as XYZ:
```
17
Properties=species:S:1:pos:R:3
C -1.05903 0.27493 -0.03328
C 2.41550 -0.66832 0.02237
C -2.26716 -0.33497 -0.19512
C -2.28151 -1.71241 -0.31654
H -0.97658 3.31817 -0.27285
H 0.15888 0.08056 2.13166
H 1.56939 1.53526 0.41176
H 1.92647 -1.69885 0.06927
H 4.12635 0.51586 -0.71832
H -3.35805 0.29191 -0.05013
H -1.19496 -2.40699 -0.54757
H -3.33509 -2.41924 -0.24847
N -1.01195 1.47986 -0.40181
N 0.16834 -0.48357 0.49991
N 1.49260 0.42511 0.51635
N 3.68376 -0.60139 -0.66438
O -0.05696 2.40409 -0.20285
```

Properties
Gap between HOMO and LUMO ... 7.46 eV
Energy above the lowest of the compared OMol25 structures with the same formula, charge and spin ... 1440.5 kJ/mol
Total energy ... -12271.507 eV
HOMO level ... -8.48 eV

=====

Record 2
This record from the Open Molecules 2025 dataset describes one molecule with the formula C4H8N4O. The level of theory is ωB97M-V/def2-TZVPD.

Geometry as XYZ:
```
17
Properties=species:S:1:pos:R:3
C 1.61879 1.58341 0.24335
C 2.54586 -0.81864 -0.15366
C -0.64353 -0.19352 -1.21791
C -1.05650 -0.57110 1.19991
N 2.88600 1.55508 0.05940
N 3.30587 0.25539 -0.17989
N 0.95248 0.44319 0.34942
N -0.40613 0.23156 0.09233
O 2.41808 -1.97567 -0.02339
H 1.25681 2.52904 0.43848
H -1.73108 0.09590 -1.48154
H 0.16868 0.22819 -1.97129
H -0.34831 -1.29238 -1.44747
H -2.15571 -0.32665 1.14946
H -0.83005 -1.59506 1.13702
H -0.57075 -0.24113 2.03370
H 4.28154 0.05519 -0.58733
```

Properties
Gap between HOMO and LUMO ... 8.79 eV
Energy above the lowest of the compared OMol25 structures with the same formula, charge and spin ... 500.0 kJ/mol
Total energy ... -12281.255 eV
HOMO level ... -8.13 eV

=====

Record 3
This record from the Open Molecules 2025 dataset describes one molecule with the formula C4H8N4S. The level of theory is ωB97M-V/def2-TZVPD.

Geometry as XYZ:
```
17
Properties=species:S:1:pos:R:3
C 2.24742 -0.22973 1.40903
C 2.52289 -2.46636 0.51894
C -2.72436 1.00410 -0.66415
C -1.46427 0.35626 -1.22619
N 1.15753 0.28283 1.04054
N 2.97989 -1.24880 0.73959
N 0.48852 -0.03475 -0.00403
N -0.32440 0.93034 -0.50164
S 1.05734 -3.03325 0.39717
H 2.61390 0.14585 2.38025
H -2.95837 2.00227 -1.00282
H -3.54230 0.40365 -0.84307
H -2.70489 1.18468 0.39010
H -1.41422 -0.61473 -1.01181
H -1.40129 0.69345 -2.31269
H 4.00323 -1.12075 0.48119
H -0.53660 1.74492 0.20958
```

Properties
Gap between HOMO and LUMO (spin up / spin down) ... 7.09 / 7.42 eV
Energy above the lowest of the compared OMol25 structures with the same formula, charge and spin ... 304.9 kJ/mol
Total energy ... -21067.955 eV
HOMO level (spin up / spin down) ... -7.42 / -7.57 eV

=====

Record 4
This record from the Open Molecules 2025 dataset describes C4H8N7 as an isolated structure. The level of theory is ωB97M-V/def2-TZVPD.

Geometry as XYZ:
```
19
Properties=species:S:1:pos:R:3
C -0.39599 0.82421 1.01185
C 0.18758 -1.04595 1.67950
C -0.91508 2.04805 1.12829
C 0.32259 0.41219 -1.89136
N -0.25619 0.09805 2.16556
N 0.45363 -0.97799 0.32262
N -1.50836 2.96730 1.60415
N -0.01068 0.11622 -0.06659
N 0.32816 -2.13130 2.45551
N 1.56462 -0.11819 -2.04160
N -0.65768 -0.31055 -2.52502
H -1.98762 3.79227 1.81568
H 0.18830 1.62249 -1.73610
H 0.04762 -2.26049 3.45462
H 0.68175 -2.97005 1.99621
H 2.15029 0.10581 -1.23794
H 1.67599 -1.01582 -2.33794
H -1.43754 0.04068 -3.12628
H -0.43138 -1.19695 -2.67115
```

Properties
Gap between HOMO and LUMO ... 7.85 eV
Energy above the lowest of the compared OMol25 structures with the same formula, charge and spin ... 213.5 kJ/mol
Total energy ... -14698.795 eV
Charge ... +1
HOMO level ... -12.02 eV

=====

Among the records above, which one has the lowest total energy?
C4H8N4S

=====

The lowest energy above the lowest of the compared OMol25 structures with the same formula, charge and spin belongs to which entry?
C4H8N7

=====

Number 4 is which compound?
C4H8N7

=====

Please write out number 3 again, unchanged.
This record from the Open Molecules 2025 dataset describes one molecule with the formula C4H8N4S. The level of theory is ωB97M-V/def2-TZVPD.

Geometry as XYZ:
```
17
Properties=species:S:1:pos:R:3
C 2.24742 -0.22973 1.40903
C 2.52289 -2.46636 0.51894
C -2.72436 1.00410 -0.66415
C -1.46427 0.35626 -1.22619
N 1.15753 0.28283 1.04054
N 2.97989 -1.24880 0.73959
N 0.48852 -0.03475 -0.00403
N -0.32440 0.93034 -0.50164
S 1.05734 -3.03325 0.39717
H 2.61390 0.14585 2.38025
H -2.95837 2.00227 -1.00282
H -3.54230 0.40365 -0.84307
H -2.70489 1.18468 0.39010
H -1.41422 -0.61473 -1.01181
H -1.40129 0.69345 -2.31269
H 4.00323 -1.12075 0.48119
H -0.53660 1.74492 0.20958
```

Properties
Gap between HOMO and LUMO (spin up / spin down) ... 7.09 / 7.42 eV
Energy above the lowest of the compared OMol25 structures with the same formula, charge and spin ... 304.9 kJ/mol
Total energy ... -21067.955 eV
HOMO level (spin up / spin down) ... -7.42 / -7.57 eV